Entry 1:
Molecular formula: C31H54CrN5O4SSbSi
Method: DFT, ωB97M-V/def2-TZVPD

XYZ file:
```
98
Properties=species:S:1:pos:R:3:forces:R:3
Cr -0.457 0.280 -0.332 0.8 0.1 0.1
O -0.530 0.059 1.460 -0.6 -0.1 0.2
C -0.784 -0.954 2.294 0.2 -0.1 0.1
C -0.555 -0.751 3.658 0.0 -0.1 -0.1
C -0.813 -1.754 4.568 0.0 0.0 0.0
C -1.303 -2.984 4.139 0.0 0.0 -0.1
C -1.530 -3.193 2.794 0.0 0.0 0.1
C -1.280 -2.192 1.851 0.0 0.1 0.0
C -1.546 -2.413 0.436 0.0 0.0 0.2
N -1.182 -1.620 -0.564 0.0 0.1 0.1
C -1.637 -2.196 -1.729 0.0 -0.1 -0.2
C -2.278 -3.353 -1.428 0.0 0.0 -0.2
N -2.218 -3.476 -0.063 0.2 0.2 0.1
H -0.170 0.209 3.973 0.0 0.0 0.0
H -0.629 -1.583 5.619 0.0 0.0 0.0
H -1.498 -3.772 4.852 0.0 0.0 0.0
H -1.893 -4.162 2.476 0.0 0.0 0.0
H -1.470 -1.734 -2.686 0.0 0.0 0.0
H -2.764 -4.081 -2.049 0.0 0.0 0.0
H -2.624 -4.215 0.484 0.0 0.0 0.0
N 4.807 1.241 -0.150 0.1 0.1 0.0
C 3.842 0.309 -0.301 -0.1 0.0 0.0
C 2.475 0.652 -0.225 0.0 0.0 0.0
N 1.545 -0.270 -0.397 -0.3 -0.3 -0.1
C 1.917 -1.538 -0.640 0.1 0.2 0.1
C 3.263 -1.848 -0.700 -0.1 0.0 0.0
N 4.218 -0.945 -0.539 0.1 0.0 0.0
H 4.592 2.191 0.088 0.0 0.0 0.0
H 5.767 0.946 -0.164 0.0 0.0 0.0
H 2.142 1.666 -0.038 0.0 0.0 0.0
H 1.141 -2.272 -0.781 0.0 0.0 0.0
H 3.578 -2.866 -0.893 0.0 0.0 0.0
C -1.665 3.212 -5.220 0.0 0.0 0.0
C -0.179 2.963 -5.445 0.0 0.0 0.0
C 0.666 3.763 -4.460 -0.1 0.0 -0.1
C 0.211 3.284 -6.880 0.0 0.0 0.0
O 0.131 1.565 -5.265 0.1 -0.1 0.1
Si -0.478 0.365 -4.368 0.2 -0.1 0.1
S -0.652 1.065 -2.345 -0.3 0.6 -0.3
O -1.999 -0.060 -4.714 0.0 -0.2 0.0
C -2.509 -0.861 -5.809 0.0 0.1 0.0
C -2.335 -2.327 -5.442 -0.1 0.0 0.0
C -3.981 -0.495 -5.923 0.0 -0.1 0.0
C -1.764 -0.521 -7.092 0.0 0.0 0.0
O 0.501 -0.928 -4.488 0.0 0.1 0.0
C 1.934 -1.018 -4.675 -0.1 -0.1 0.0
C 2.644 -0.001 -3.793 0.1 0.0 -0.1
C 2.248 -0.779 -6.144 0.0 -0.1 0.0
C 2.299 -2.437 -4.261 0.0 0.0 0.0
H -1.896 4.258 -5.418 0.0 0.0 0.0
H -1.950 2.986 -4.192 0.0 0.0 0.0
H -2.267 2.597 -5.888 0.0 0.0 0.0
H 0.477 4.830 -4.585 0.0 0.0 0.0
H 1.727 3.581 -4.635 0.0 0.0 0.0
H 0.425 3.485 -3.434 0.0 0.0 0.0
H 0.048 4.339 -7.094 0.0 0.0 0.0
H -0.383 2.695 -7.578 0.0 0.0 0.0
H 1.264 3.056 -7.045 0.0 0.0 0.0
H -2.894 -2.554 -4.532 0.0 0.0 0.0
H -1.283 -2.559 -5.278 0.1 0.0 0.0
H -2.712 -2.966 -6.241 0.0 0.0 0.0
H -4.493 -0.693 -4.982 0.0 0.0 0.0
H -4.458 -1.079 -6.709 0.0 0.0 0.0
H -4.094 0.562 -6.161 0.0 0.0 0.0
H -0.708 -0.781 -7.016 0.1 0.0 0.0
H -1.844 0.543 -7.310 0.0 0.0 0.0
H -2.188 -1.076 -7.929 0.0 0.0 0.0
H 2.414 1.017 -4.106 0.0 0.1 0.0
H 3.724 -0.140 -3.853 0.0 0.0 0.0
H 2.334 -0.128 -2.760 0.0 0.0 0.0
H 1.927 0.215 -6.450 0.0 0.0 0.0
H 1.740 -1.519 -6.764 0.0 0.0 0.0
H 3.320 -0.868 -6.317 0.0 0.0 0.0
H 2.069 -2.595 -3.206 0.0 0.0 0.0
H 3.361 -2.620 -4.418 0.0 0.0 0.0
H 1.732 -3.158 -4.849 0.0 0.0 0.0
C -0.942 5.799 -0.132 0.1 0.1 0.0
C -1.998 4.712 -0.024 0.0 0.0 0.0
Sb -1.235 2.852 0.709 -0.1 -0.2 0.0
C -3.158 1.985 1.123 0.0 0.1 0.2
C -3.934 1.585 -0.121 -0.1 -0.1 -0.2
C -0.724 3.359 2.728 0.0 0.0 0.0
C 0.776 3.353 2.983 0.1 0.0 0.0
H -1.375 6.743 -0.463 0.0 0.0 0.0
H -0.164 5.527 -0.846 0.0 0.0 0.0
H -0.457 5.986 0.828 0.0 0.0 0.0
H -2.458 4.513 -0.993 0.0 0.0 0.0
H -2.795 4.992 0.667 0.0 0.0 0.0
H -3.706 2.734 1.700 0.0 0.0 0.0
H -2.993 1.133 1.784 0.0 0.0 0.0
H -4.145 2.446 -0.757 0.0 0.0 0.0
H -4.891 1.132 0.141 0.0 0.0 0.0
H -3.388 0.866 -0.740 0.0 0.0 0.0
H -1.233 2.623 3.354 0.0 0.0 0.0
H -1.165 4.332 2.947 0.0 0.0 0.0
H 1.202 2.366 2.783 0.0 0.0 0.0
H 1.009 3.610 4.017 0.0 0.0 0.0
H 1.295 4.071 2.346 0.0 0.0 0.0
```
Forces are in eV/Å.

Properties
**HOMO level (alpha / beta)**: -10.73 / -10.67 eV
**Multiplicity**: 2
**Net charge**: +1
**Kohn-Sham gap (alpha / beta)**: 7.168 / 7.609 eV

Entry 2:
Molecular formula: C31H55BrNO3P3Ti
Method: DFT, ωB97M-V/def2-TZVPD

XYZ file:
```
95
Properties=species:S:1:pos:R:3:forces:R:3
N 3.822 -6.182 2.184 0.3 -0.2 0.9
C 2.571 -6.559 1.955 -0.3 0.4 -1.0
C 1.841 -6.133 0.841 0.5 0.4 -0.6
C 2.514 -5.347 -0.124 0.9 0.2 0.8
C 3.836 -4.919 0.162 0.0 -0.4 0.5
C 4.440 -5.352 1.351 -0.9 0.0 -1.2
C 1.834 -4.830 -1.293 -0.1 1.1 -0.9
Ti -0.966 0.326 -2.081 -0.1 1.2 1.2
P -2.300 3.988 -0.297 -1.4 2.4 -1.3
C 2.225 -3.723 -1.986 0.8 -2.6 -0.1
C 1.330 -2.974 -2.836 -0.2 1.2 -0.9
C 1.885 -1.949 -3.645 -0.1 0.4 -0.3
C 1.117 -0.855 -4.070 -0.4 -1.4 0.3
C -0.165 -0.741 -3.514 0.1 0.0 -0.7
C -0.791 -1.807 -2.783 1.2 -1.5 -1.9
C -0.074 -3.008 -2.663 0.1 0.1 1.3
Br -2.234 2.037 -3.143 -0.5 1.2 -0.3
H 0.917 -5.322 -1.610 -0.3 0.2 0.5
H 3.316 -3.503 -2.038 -1.1 0.5 0.5
H 0.774 -6.367 0.708 0.6 -0.2 0.0
H 4.412 -4.265 -0.509 -0.4 -0.5 0.3
H 2.099 -7.253 2.632 0.1 -0.1 0.4
H 5.454 -5.038 1.577 -0.1 -0.1 0.2
H 2.954 -1.938 -3.911 -0.5 -0.3 0.3
H -0.558 -3.892 -2.204 0.4 0.6 -0.3
H 1.510 -0.159 -4.815 -0.1 0.1 0.5
H -1.869 -1.804 -2.557 0.5 0.1 0.0
P 1.038 1.094 -0.447 0.3 0.1 -0.2
C -4.145 3.973 -0.453 0.4 -1.2 0.5
C -4.777 4.588 -1.691 -0.3 0.2 -0.5
H -4.556 4.433 0.456 0.3 -0.3 -0.2
H -4.367 2.894 -0.393 -0.2 0.3 -0.1
H -5.657 3.985 -1.943 0.2 0.2 -0.1
H -5.125 5.611 -1.483 0.2 -0.3 -0.1
H -4.124 4.619 -2.574 -0.2 -0.1 0.3
C -1.616 5.115 -1.595 0.7 -1.1 -0.4
C -2.003 6.584 -1.670 -0.3 0.5 0.2
H -1.817 4.609 -2.557 0.2 0.2 0.5
H -0.530 5.052 -1.424 -0.1 -0.1 -0.2
H -1.470 7.003 -2.534 -0.1 -0.1 0.2
H -3.075 6.746 -1.839 0.3 -0.1 0.1
H -1.680 7.166 -0.798 -0.1 -0.2 -0.2
C -1.962 4.845 1.258 0.8 -0.7 0.9
C -2.923 5.954 1.690 -0.2 0.3 0.1
H -0.923 5.210 1.170 -0.4 -0.1 0.1
H -1.953 4.057 2.032 0.0 0.4 -0.1
H -2.589 6.322 2.674 -0.1 -0.1 -0.4
H -2.936 6.796 0.985 -0.1 -0.3 0.3
H -3.942 5.574 1.831 0.3 0.2 0.0
C 1.021 1.252 1.405 0.1 -0.3 0.0
C 0.613 2.603 1.983 -0.2 0.1 0.3
H 2.050 1.041 1.741 -0.4 0.0 -0.2
H 0.384 0.429 1.797 0.3 0.5 -0.1
H 1.057 2.714 2.983 -0.2 0.0 -0.3
H 0.985 3.430 1.370 -0.1 -0.1 0.2
H -0.471 2.709 2.089 0.2 -0.1 -0.1
C 1.982 2.611 -0.897 -0.1 0.4 0.4
C 2.950 2.522 -2.081 0.1 0.2 -0.1
H 2.539 2.915 0.006 -0.1 0.0 -0.4
H 1.216 3.387 -1.076 0.3 -0.2 0.0
H 3.219 3.541 -2.393 -0.1 -0.3 0.0
H 3.887 2.025 -1.789 -0.4 0.1 -0.2
H 2.519 2.011 -2.954 0.1 0.1 0.3
C 2.248 -0.263 -0.705 0.1 -0.5 -0.2
C 2.733 -1.050 0.506 0.2 -0.2 0.1
H 3.102 0.129 -1.271 -0.2 -0.1 0.1
H 1.731 -0.956 -1.378 0.3 0.1 0.1
H 3.422 -1.836 0.167 -0.2 0.2 0.2
H 3.264 -0.427 1.236 0.0 -0.2 -0.2
H 1.902 -1.558 1.015 0.3 0.1 -0.1
C 1.420 -2.122 4.805 -0.1 0.5 0.1
C 0.916 -3.315 4.056 0.4 -0.9 -0.1
O 0.450 -2.974 2.680 -1.2 1.9 -0.7
P -0.574 -1.823 2.253 0.2 -1.3 3.7
O -1.352 -1.457 3.663 0.7 -0.9 -2.8
C -2.143 -2.539 4.366 0.0 0.8 0.4
C -2.630 -3.554 3.369 0.3 0.0 0.0
O -2.145 -0.097 -0.800 -1.4 0.1 2.0
C -3.221 -0.332 0.108 0.5 -0.6 -0.5
C -3.621 -1.802 -0.060 -0.5 0.2 0.0
H 2.175 -1.586 4.225 0.0 -0.1 0.1
H 1.892 -2.462 5.732 -0.1 0.0 -0.1
H 0.607 -1.436 5.070 0.3 -0.1 0.0
H 0.092 -3.818 4.561 0.1 0.0 -0.2
H 1.709 -4.051 3.881 -0.2 0.2 -0.1
H -1.500 -2.956 5.148 -0.2 0.2 -0.2
H -2.956 -1.979 4.851 0.3 -0.2 -0.3
H -1.794 -4.138 2.966 -0.3 -0.1 0.1
H -3.306 -4.227 3.884 -0.2 -0.2 -0.1
H -3.162 -3.061 2.550 -0.1 -0.1 0.1
H -2.887 -0.119 1.143 0.0 -0.1 -0.3
H -4.085 0.333 -0.057 0.4 -0.1 -0.3
H -2.723 -2.413 0.081 -0.1 -0.1 -0.1
H -4.403 -2.139 0.645 0.3 0.2 -0.3
H -4.001 -1.957 -1.091 0.3 0.0 0.6
```
Forces are in eV/Å.

Properties
**HOMO level (alpha / beta)**: -11.92 / -12.21 eV
**Multiplicity**: 3
**Net charge**: +2
**Kohn-Sham gap (alpha / beta)**: 3.919 / 4.086 eV

Energy above the lowest of the compared OMol25 structures with the same formula, charge and spin (computed, eV): 0.719, 1.875